The following is a quantum chemistry calculation of C4H8O2 as an isolated structure, from the OMol25 dataset.

Calculated values
* E_HOMO: -0.3648 Eh
* orbital gap: 10.99 eV
* net charge: 0
* F_max: 0.34 eV Å⁻¹
* E: -8371.3599 eV

Positions of all 14 atoms, in Å:
O1 -1.920 0.412 -0.742
C1 -1.497 -0.657 0.073
C2 -0.032 -0.518 0.448
C3 0.938 -0.183 -0.691
C4 1.462 0.865 0.288
O2 0.264 0.751 1.084
H1 -1.711 1.217 -0.247
H2 -2.117 -0.736 0.979
H3 -1.646 -1.572 -0.513
H4 0.296 -1.322 1.125
H5 1.618 -0.944 -1.076
H6 0.377 0.278 -1.506
H7 1.614 1.891 -0.057
H8 2.354 0.518 0.832

Atom charges from the natural (NBO) analysis, given in e for atoms 1 to 4:
1. O -0.715
2. C -0.086
3. C 0.076
4. C -0.459


The following is a quantum chemistry calculation of CH4NO2Si as an isolated structure, from the OMol25 dataset.

Calculated values
* E_HOMO (alpha / beta): -0.0855 / -0.1361 Eh
* orbital gap (alpha / beta): 3.90 / 7.04 eV
* net charge: -1
* F_max: 1.79 eV Å⁻¹
* E: -14561.6750 eV

Positions of all 9 atoms, in Å:
C1 -0.752 0.222 2.826
N1 0.548 -0.393 -3.868
O1 -1.849 0.445 3.337
O2 0.403 -0.065 3.245
Si1 -0.077 0.297 1.025
H1 0.241 0.349 -3.258
H2 0.382 -0.241 -4.855
H3 1.391 0.298 1.233
H4 -0.288 -0.912 0.317

Atom charges from the natural (NBO) analysis, given in e for atoms 1 to 4:
1. C 0.519
2. N -0.602
3. O -0.715
4. O -0.722


The following is a quantum chemistry calculation of a 2-piece molecular cluster, C4H14NOS overall, from the OMol25 dataset.

Calculated values
* E_HOMO: -0.4354 Eh
* orbital gap: 8.26 eV
* net charge: +1
* F_max: 6.84 eV Å⁻¹
* E: -18739.7945 eV

Positions of all 21 atoms, in Å:
C1 -0.039 0.923 0.930
C2 -0.638 -0.281 0.244
C3 -0.084 -1.707 0.379
S1 1.623 -1.645 -0.330
C4 1.558 -1.471 -2.184
N1 -0.184 0.680 2.461
H1 0.888 1.282 0.467
H2 -0.735 1.752 0.683
H3 -0.735 -0.051 -0.874
H4 -1.663 -0.401 0.536
H5 -0.784 -2.330 0.053
H6 0.104 -2.056 1.405
H7 2.056 -2.319 -2.623
H8 2.040 -0.628 -2.738
H9 0.536 -1.480 -2.498
H10 -0.991 0.156 2.545
H11 0.643 0.186 2.830
H12 -0.009 1.648 2.874
H13 -1.956 2.912 -1.421
H14 -0.362 2.612 -1.496
O1 -1.268 2.217 -1.243

Atom charges from the natural (NBO) analysis, given in e for atoms 1 to 4:
1. C -0.260
2. C -0.461
3. C -0.494
4. S 0.146


Q: What is the F_max in the third record?
A: 6.84 eV Å⁻¹


Q: Look up the net charge of the second one.
A: -1


Q: Number 3 is which compound?
A: C4H14NOS


Q: Which of these has the highest F_max?
A: C4H14NOS